{"formula": "C5H13N2O", "method": "the ωB97M-V functional and the def2-TZVPD basis", "species": ["C", "N", "C", "C", "N", "C", "C", "O", "H", "H", "H", "H", "H", "H", "H", "H", "H", "H", "H", "H", "H"], "positions_angstrom": [[0.514, -2.713, 0.092], [0.892, -1.276, 0.034], [0.170, -0.502, 1.067], [0.280, 0.990, 1.175], [0.498, 1.397, -0.222], [-0.612, 2.146, -0.859], [-1.414, 1.254, -1.762], [-1.234, 0.067, -1.829], [-0.106, -2.914, -0.780], [1.248, -3.471, 0.264], [-0.282, -2.894, 0.843], [1.936, -1.234, 0.135], [0.690, -0.701, -0.831], [-0.884, -0.866, 1.036], [0.234, -1.015, 2.139], [-0.650, 1.134, 1.753], [1.044, 1.396, 1.825], [1.398, 1.826, -0.423], [-0.216, 3.096, -1.364], [-1.254, 2.505, -0.035], [-2.251, 1.775, -2.259]], "lowdin_charge": [-0.004, -0.006, -0.200, -0.181, -0.080, -0.150, -0.222, 0.054, 0.109, 0.100, 0.106, 0.201, 0.159, 0.133, 0.177, 0.139, 0.122, 0.128, 0.155, 0.129, 0.133], "smiles": "C[NH2+]CCNCC=O", "total_charge": 1, "homo_ev": -13.518, "homo_lumo_gap_ha": 0.3915, "energy_ha": -382.754501, "e_lumo_ev": -2.86, "e_above_lowest_ev": 2.9154}